Here is a structure of composition C32H29N7O4SeTl at a distorted geometry from OMol25. Energies are from wB97M-V/def2-TZVPD.

Properties
E_HOMO = -10.7588 eV
lowest unoccupied orbital energy = -3.9 eV
Kohn-Sham gap = 0.252 hartree
net charge = +1
ΔE to the lowest compared entry with this formula, charge and spin = 172.57 kJ/mol

Cartesian coordinates (Å):
Tl 0.73355 0.77730 -0.56018
C -2.57817 -1.68219 -0.31117
C -3.21418 -0.72284 0.68814
C -2.63201 -0.74888 2.03321
C -2.59464 -2.02991 2.83036
C -1.77395 -2.12332 3.85493
C -0.72987 -1.09869 4.18685
C -2.42649 0.74243 3.70462
N -3.35089 0.29385 2.90939
N -2.23952 -1.18811 -1.66029
C -1.60378 -2.24886 -2.41955
C -0.56081 -1.68817 -3.27277
C 0.77187 -2.14724 -3.17301
C 1.77529 -1.54067 -3.93167
C 1.35273 -0.48739 -4.74760
C 0.04163 -0.26106 -4.95199
N -0.90759 -0.81501 -4.21090
C -3.30522 -0.52690 -2.40259
C -3.33670 1.00550 -2.40545
C -4.13104 1.57303 -3.43547
C -4.06387 2.90134 -3.59016
C -3.27769 3.64137 -2.73498
C -2.46136 3.02681 -1.79208
N -2.50311 1.70711 -1.64287
H -3.11307 -2.64315 -0.33113
H -1.57016 -1.97207 0.05967
H -4.29123 -0.93907 0.78921
H -3.10811 0.32021 0.36653
H -3.27068 -2.81313 2.50022
H -1.93186 -2.92271 4.57082
H 0.26571 -1.44982 3.82673
H -2.68353 1.41732 4.53899
H -2.37069 -2.83216 -2.96764
H -1.22917 -2.93487 -1.69946
H 1.04786 -2.77389 -2.32967
H 2.80904 -1.81905 -3.86659
H 2.06443 0.02500 -5.38147
H -0.38790 0.33688 -5.71923
H -4.32000 -0.78077 -1.96346
H -3.21796 -0.81943 -3.44941
H -4.68030 0.88759 -4.05447
H -4.65146 3.46126 -4.28256
H -3.19614 4.72846 -2.78845
H -1.85574 3.61364 -1.05423
O 3.57706 3.92342 2.16934
C 2.85799 2.86447 1.80721
O 2.79464 2.49884 0.60396
C 1.98091 2.37747 2.96182
C 2.22878 2.84994 4.28093
C 1.26302 2.59729 5.29164
C 0.11296 1.88455 4.93745
C -0.03047 1.35338 3.63448
N 0.83218 1.66484 2.64543
C -1.06909 0.28162 3.42899
O -0.73058 -0.93109 5.57597
O -1.29792 -0.12891 2.00879
H 4.09659 4.13651 1.35978
H 2.99048 3.66493 4.35381
H 1.45134 2.90988 6.36590
H -0.67142 1.80414 5.64733
H 0.12780 -0.58538 5.87109
Se 2.55688 -1.85096 1.53640
N 2.50202 -0.92833 -0.14312
C 3.68113 -1.15898 -0.69656
C 4.20025 -0.45859 -1.84252
C 5.44296 -0.75896 -2.27136
C 6.25955 -1.82197 -1.74511
C 5.82307 -2.51085 -0.66077
C 4.60206 -2.12418 0.00191
N 4.13258 -2.66579 1.13207
H 3.51510 0.21465 -2.36678
H 5.88610 -0.11977 -3.07029
H 7.10568 -2.17532 -2.35413
H 6.48515 -3.25661 -0.19285

Atom charges from the Mulliken analysis, given in e for atoms 1 to 6:
1. Tl 0.913
2. C -1.239
3. C -1.177
4. C 1.690
5. C -0.807
6. C -1.289



Here is a structure of composition C35H41N3O3PdS from OMol25. Energies are from wB97M-V/def2-TZVPD.

Properties
E_HOMO = -0.3267 eV
lowest unoccupied orbital energy = 4.4 eV
Kohn-Sham gap = 0.174 hartree
net charge = -2
ΔE to the lowest compared entry with this formula, charge and spin = 34.08 kJ/mol

Cartesian coordinates (Å):
Pd -0.05308 -0.25950 0.70940
O 1.93384 -4.01022 1.73438
C 1.65010 -2.91897 1.23258
O 0.84715 -2.06480 1.71061
C 1.44183 -2.25631 -1.16368
C 2.11610 -2.59591 -2.48482
C 2.00993 -1.81308 -3.57146
C 1.32725 -0.55257 -3.52221
C 0.84864 -0.18915 -2.27296
N 0.90886 -0.88948 -1.15480
H 2.64670 -3.54083 -2.51408
H 2.48185 -2.13751 -4.49719
H 1.23872 0.10862 -4.37228
H 0.36847 0.78641 -2.16128
C -0.22153 -7.01699 -0.71043
C -0.51392 -5.55272 -0.92222
C -1.82267 -5.10201 -1.08997
C -2.09481 -3.74798 -1.23655
C -3.50587 -3.23954 -1.38600
C -1.03903 -2.84100 -1.22519
C 0.27091 -3.26775 -1.06815
C 0.52083 -4.63016 -0.92125
N 2.34488 -2.56077 -0.02605
C 3.57812 -1.77668 0.23777
C 3.33408 -0.29506 0.59307
C 4.64531 0.42257 0.93337
C 5.57512 0.37531 -0.28176
C 5.86463 -1.08775 -0.63408
C 6.55427 -1.76736 0.54913
C 5.62023 -1.71641 1.75934
C 5.33292 -0.25709 2.11986
C 4.30158 -2.42466 1.43813
C 4.55065 -1.81281 -0.95455
H -1.13893 -7.60991 -0.73193
H 0.26459 -7.17989 0.25444
H 0.45012 -7.40735 -1.47990
H -2.64153 -5.81850 -1.09207
H -4.21547 -4.06560 -1.48282
H -3.60330 -2.59731 -2.26408
H -3.79669 -2.63364 -0.52489
H -1.23941 -1.78198 -1.31379
H 1.54055 -4.95694 -0.74727
H 2.63078 -0.23279 1.42579
H 2.85671 0.19958 -0.25244
H 4.42290 1.46264 1.18947
H 6.51457 0.90440 -0.07025
H 5.09605 0.87274 -1.13216
H 6.51690 -1.12949 -1.51403
H 7.50612 -1.26943 0.77842
H 6.77809 -2.81039 0.29785
H 6.09467 -2.22075 2.60898
H 6.26633 0.26498 2.37190
H 4.67985 -0.21470 2.99783
H 3.65679 -2.38023 2.31790
H 4.46094 -3.48456 1.22481
H 4.74899 -2.85808 -1.21520
H 4.08600 -1.34439 -1.82041
S -2.08438 2.94207 -0.94819
C -2.47117 1.25877 -1.33239
N -2.28301 0.42556 -0.38014
C -1.76250 1.04708 0.77552
C -1.51460 0.37616 2.03206
C -1.20899 1.24434 3.14024
C -1.13155 2.60010 3.00326
C -1.38196 3.25685 1.76384
C -1.69256 2.47655 0.68030
H -2.70352 0.97514 -2.34957
H -1.96332 -0.59545 2.22767
H -1.04406 0.79478 4.11282
H -0.88269 3.20401 3.87071
H -1.32975 4.33633 1.68775
C 3.29976 4.06852 1.40077
C 3.01114 3.78899 -0.09070
C 1.71415 2.97960 -0.04885
O 1.76160 2.28880 1.18172
C 2.26946 3.18823 2.13971
H 3.16781 5.12297 1.65159
H 4.32119 3.79118 1.66359
H 3.81111 3.19608 -0.53527
H 2.90039 4.70423 -0.67541
H 1.62489 2.23611 -0.83973
H 0.83111 3.63465 -0.07783
H 2.70152 2.59634 2.94752
H 1.45154 3.79493 2.55176

Atom charges from the Mulliken analysis, given in e for atoms 1 to 6:
1. Pd 0.065
2. O -0.776
3. C 0.440
4. O -0.636
5. C 1.708
6. C -1.654



Here is an isolated molecule of C6H9ClO at a distorted geometry from OMol25. Energies are from wB97M-V/def2-TZVPD.

Properties
E_HOMO = -9.7746 eV
lowest unoccupied orbital energy = 1.0 eV
Kohn-Sham gap = 0.396 hartree
SMILES = C=C[C@@]1(CCl)O[C@@H]1C
net charge = 0
ΔE to the lowest compared entry with this formula, charge and spin = 151.91 kJ/mol

Cartesian coordinates (Å):
C -0.48386 1.28567 -2.27641
C 0.29334 0.38962 -1.71354
C 0.31946 0.13175 -0.27429
C 1.65355 -0.31984 0.35198
Cl 2.16301 -1.99161 -0.16341
O -0.24532 1.19767 0.59102
C -0.93067 -0.05441 0.58555
C -1.06838 -0.76785 1.95232
H -0.48993 1.51510 -3.31178
H -1.21779 1.76975 -1.68698
H 0.99595 -0.23074 -2.31782
H 1.65429 -0.35726 1.44014
H 2.51506 0.28942 0.01940
H -1.84607 -0.11852 -0.04952
H -0.12263 -0.66425 2.52883
H -1.83494 -0.26267 2.54511
H -1.35506 -1.81186 1.77939

Atom charges from the Mulliken analysis, given in e for atoms 1 to 6:
1. C -0.811
2. C -0.431
3. C 1.022
4. C -0.709
5. Cl -0.215
6. O -0.494



Q: E_HOMO of number 2 (C35H41N3O3PdS)?
A: -0.3267 eV